ORCA calculation (ωB97M-V/def2-TZVPD) on a molecular structure, C4H20CdO7.

```
! wB97M-V def2-TZVPD RIJCOSX def2/J DEFGRID3
* xyz 1 2
Cd 1.038 1.436 1.855
C 3.059 -2.165 1.655
C 1.667 -1.673 1.323
O 1.225 -0.637 2.188
H 3.185 -2.340 2.724
H 3.871 -1.504 1.353
H 3.157 -3.146 1.189
H 0.910 -2.450 1.222
H 1.680 -1.423 0.262
O -0.215 1.477 0.224
H 0.063 0.717 -0.323
O -1.738 3.376 -0.722
H -1.129 2.698 -0.430
H -2.020 3.808 0.084
O -2.529 1.428 1.457
H -3.263 1.813 0.979
H -1.777 1.545 0.876
O 1.553 3.531 1.228
H 2.505 3.538 1.328
H 1.370 4.244 0.616
O 0.548 1.423 -2.517
H 0.482 1.521 -1.567
H 0.592 2.320 -2.848
C -2.147 -2.970 -1.607
C -1.184 -1.942 -1.041
O -1.201 -0.762 -1.743
H -2.044 -3.899 -1.046
H -1.962 -3.170 -2.662
H -3.198 -2.684 -1.573
H -0.176 -2.342 -1.153
H -1.618 -1.669 -0.079
H -0.706 -0.102 -1.251
*
```

Summary:
Maximum force ... 2.18 eV/Å
E_LUMO (spin up / spin down) ... -6.34 / -8.21 eV
E_tot ... -23357.388 eV
HOMO-LUMO gap (spin up / spin down) ... 6.38 / 4.50 eV